# 1
This record from OMol25 describes a structure of composition C26H58AlNO2S in a non-equilibrium geometry. The level of theory is wB97M-V/def2-TZVPD.

```
89
Properties=species:S:1:pos:R:3:mulliken_charge:R:1
C -2.62 -1.77 -0.40 -0.74
C -1.09 -1.63 -0.72 -0.29
C -0.38 -2.93 -0.18 -0.65
C 1.18 -2.76 -0.15 -0.74
C 1.79 -3.12 -1.55 -0.62
C 2.54 -1.90 -2.18 -0.56
C 3.49 -2.34 -3.37 -0.80
C 2.90 -1.89 -4.74 -0.87
C 3.53 -0.56 -5.27 -0.55
C 2.44 0.57 -5.46 -0.53
C 3.20 1.87 -5.86 -0.48
C 2.34 2.92 -6.64 -0.74
C 3.32 4.07 -7.10 -0.17
C 2.90 5.49 -6.58 -0.96
Al 3.80 6.11 -4.86 0.24
S 5.59 4.80 -4.21 0.89
C 6.75 4.33 -5.55 -0.92
O 6.40 5.64 -3.25 -0.68
O 5.19 3.55 -3.45 -0.68
H -2.84 -1.31 0.58 -0.18
H -2.86 -2.85 -0.43 0.32
H -3.22 -1.31 -1.21 0.41
H -0.63 -0.75 -0.22 0.37
H -0.96 -1.50 -1.81 0.21
H -0.72 -3.76 -0.84 0.35
H -0.74 -3.10 0.85 0.20
H 1.56 -3.43 0.65 0.38
H 1.45 -1.71 0.10 0.42
H 0.94 -3.39 -2.21 0.23
H 2.50 -3.97 -1.45 0.40
H 3.17 -1.47 -1.38 0.41
H 1.79 -1.19 -2.57 0.11
H 4.50 -1.91 -3.18 0.42
H 3.51 -3.44 -3.36 0.40
H 3.14 -2.68 -5.48 0.43
H 1.80 -1.72 -4.68 0.41
H 4.00 -0.73 -6.26 0.33
H 4.33 -0.20 -4.60 0.29
H 1.65 0.25 -6.17 0.35
H 2.04 0.74 -4.44 0.18
H 4.13 1.64 -6.43 0.32
H 3.53 2.36 -4.92 0.16
H 1.47 3.29 -6.07 0.30
H 1.98 2.43 -7.58 0.32
H 4.35 3.76 -6.84 0.03
H 3.29 4.11 -8.22 0.32
H 1.80 5.44 -6.37 0.32
H 3.00 6.29 -7.35 0.33
H 4.34 7.62 -5.00 -0.27
H 2.74 6.08 -3.66 -0.29
H 6.53 3.26 -5.79 0.26
H 6.58 4.88 -6.50 0.32
H 7.81 4.34 -5.23 0.34
C -5.11 -1.07 8.53 -1.49
C -5.37 -0.77 7.06 -0.20
C -5.09 -1.95 6.14 -0.64
C -3.64 -2.30 5.80 -0.85
N -2.84 -1.32 4.96 0.26
C -2.15 -0.25 5.79 -0.51
C -0.99 -0.97 6.47 -0.77
C -0.57 -2.08 5.50 -0.62
C -1.62 -2.09 4.41 -0.69
C -3.60 -0.77 3.76 -0.70
C -4.44 0.49 3.99 -0.44
C -5.90 0.34 3.54 -1.33
H -4.08 -1.40 8.70 0.28
H -5.28 -0.17 9.13 0.40
H -5.79 -1.84 8.89 0.40
H -4.81 0.12 6.78 0.07
H -6.42 -0.49 6.94 0.40
H -5.65 -1.85 5.20 0.22
H -5.52 -2.84 6.60 0.60
H -3.66 -3.22 5.22 0.35
H -3.07 -2.50 6.71 0.50
H -1.79 0.51 5.10 0.53
H -2.83 0.18 6.51 0.34
H -1.30 -1.40 7.42 0.27
H -0.17 -0.29 6.70 0.47
H -0.51 -3.04 6.01 0.30
H 0.42 -1.89 5.07 0.39
H -1.94 -3.08 4.09 0.45
H -1.25 -1.54 3.54 0.39
H -4.17 -1.61 3.34 0.65
H -2.84 -0.50 3.03 0.13
H -4.01 1.29 3.38 0.54
H -4.40 0.86 5.01 0.23
H -5.96 -0.13 2.56 0.35
H -6.38 1.31 3.48 0.40
H -6.49 -0.26 4.24 0.27
```

The value obtained for the largest force on an atom is 4.58 eV/A. The value obtained for the orbital gap is 5.080 eV. Its lowest unoccupied orbital energy is -1.21 eV. The calculation puts the calculated total energy at -50915.2831 eV. The HOMO energy comes out at -0.231 Eh. The net charge is 0.


# 2
This record from OMol25 describes a structure of composition C26H58AsF12O22S6 in a non-equilibrium geometry. The level of theory is wB97M-V/def2-TZVPD.

```
125
Properties=species:S:1:pos:R:3:mulliken_charge:R:1
As -0.33 0.27 0.53 3.06
F -0.95 -0.19 -1.08 -0.12
F 0.49 1.68 -0.20 0.60
F 0.34 0.71 2.11 0.71
F -1.10 -1.17 1.34 -0.81
F 1.13 -0.70 0.16 1.64
F -1.82 1.21 0.85 -0.87
O 5.35 2.20 -0.59 -0.70
S 3.97 2.35 -0.12 1.38
O 3.65 3.35 0.87 -0.69
O 2.95 2.49 -1.44 -0.39
C 1.78 3.21 -1.36 -0.58
C 0.97 3.14 -2.56 -0.86
C 3.28 0.73 0.45 0.05
H 2.06 4.26 -1.34 0.34
H 1.29 3.03 -0.40 0.01
H 0.31 3.99 -2.67 0.47
H 0.44 2.20 -2.70 -0.01
H 1.69 3.16 -3.38 0.46
H 3.92 0.37 1.26 0.70
H 3.31 0.01 -0.37 -1.01
H 2.21 0.88 0.64 0.29
O -3.83 0.47 -2.88 -0.66
S -2.46 1.05 -2.69 2.02
O -1.27 0.52 -3.38 -0.99
O -2.59 2.72 -2.91 -0.40
C -3.89 3.26 -2.67 -0.35
C -4.49 3.41 -4.10 -1.26
C -2.13 1.12 -0.89 0.02
H -3.91 4.24 -2.20 0.51
H -4.47 2.59 -2.03 0.34
H -4.68 2.45 -4.59 0.21
H -3.77 3.96 -4.70 0.31
H -5.33 4.11 -4.10 0.45
H -2.15 0.06 -0.63 0.53
H -2.93 1.64 -0.37 1.44
H -1.16 1.58 -0.70 -0.47
O -3.12 -3.34 -3.22 -0.59
S -3.77 -2.04 -2.93 1.36
O -5.10 -2.04 -2.35 -0.71
O -2.71 -1.13 -1.99 -0.19
C -1.29 -1.27 -2.26 -0.71
C -0.75 -2.38 -1.30 -1.98
C -3.74 -0.90 -4.45 -0.66
H -0.87 -0.27 -2.17 0.27
H -1.35 -1.54 -3.31 1.09
H -1.11 -3.29 -1.79 1.06
H -1.16 -2.36 -0.30 -0.18
H 0.34 -2.37 -1.19 0.81
H -2.73 -0.94 -4.85 0.20
H -3.90 0.11 -4.07 -0.09
H -4.47 -1.39 -5.10 0.60
O 1.57 -3.93 1.30 -0.43
S 0.67 -3.89 2.48 1.35
O 0.50 -5.02 3.36 -0.79
O 1.04 -2.59 3.41 -0.55
C 1.46 -1.40 2.72 1.32
C 2.74 -0.89 3.46 -2.34
C -1.03 -3.32 1.91 -0.62
H 0.67 -0.65 2.85 -1.40
H 1.58 -1.48 1.64 -1.16
H 2.82 0.19 3.28 0.40
H 3.69 -1.30 3.10 0.28
H 2.73 -1.04 4.54 0.50
H -1.54 -4.16 1.43 0.75
H -0.95 -2.53 1.16 -0.03
H -1.58 -2.95 2.77 0.97
O -1.21 -1.80 3.78 -0.46
S -1.85 -0.62 4.42 1.05
O -2.97 -0.69 5.34 -0.78
O -0.59 0.22 5.14 -0.61
C 0.57 0.55 4.42 1.62
C 1.54 1.25 5.48 -2.04
C -2.29 0.56 3.01 -0.80
H 0.35 1.25 3.62 0.08
H 1.17 -0.31 4.12 -0.33
H 1.07 2.19 5.78 0.51
H 2.45 1.56 4.98 0.36
H 1.66 0.65 6.38 0.46
H -3.31 0.34 2.69 0.23
H -1.47 0.36 2.32 0.46
H -2.30 1.55 3.45 0.63
O -1.07 -4.59 -0.16 -0.55
S -0.48 -4.80 -1.50 1.11
O -1.32 -4.78 -2.73 -0.73
O 0.73 -3.77 -1.75 -0.61
C 1.52 -3.48 -0.61 -1.34
C 2.05 -2.05 -0.66 -0.26
C 0.54 -6.28 -1.45 -1.05
H 2.38 -4.15 -0.60 0.85
H 0.96 -3.60 0.32 0.16
H 1.44 -1.35 -1.24 -1.59
H 3.03 -1.99 -1.13 0.40
H 2.14 -1.64 0.35 0.78
H 1.16 -6.42 -2.35 0.32
H -0.08 -7.16 -1.31 0.42
H 1.16 -6.18 -0.56 0.34
C 0.97 0.51 -1.48 0.44
C 1.40 -0.32 -2.70 -2.11
O 2.75 -0.87 -2.49 -0.06
C 3.91 0.00 -2.66 0.15
O 3.86 1.24 -2.79 -0.51
C 5.18 -0.84 -2.60 0.88
F 6.24 -0.24 -2.02 -0.24
F 4.99 -2.10 -2.10 -0.24
F 5.54 -1.00 -3.89 -0.29
H -0.08 0.80 -1.48 -0.39
H 1.48 1.47 -1.52 -0.76
H 1.30 0.02 -0.56 -1.26
H 1.28 0.24 -3.63 0.44
H 0.80 -1.23 -2.71 0.90
C -1.46 3.25 0.34 -1.08
C -0.64 2.50 1.40 0.99
O -0.13 3.33 2.40 -0.56
C -0.87 3.58 3.50 0.60
O -2.06 3.28 3.58 -0.69
C -0.11 4.20 4.65 0.86
F -0.80 5.28 5.02 -0.28
F -0.04 3.28 5.65 -0.26
F 1.11 4.46 4.25 -0.24
H -2.03 2.50 -0.20 -0.40
H -0.90 3.92 -0.32 0.22
H -2.18 3.88 0.86 0.61
H 0.22 2.11 0.85 0.20
H -1.24 1.68 1.80 -0.42
```

The value obtained for the largest force on an atom is 16.86 eV/A. The value obtained for the orbital gap is 7.169 eV. Its lowest unoccupied orbital energy is 0.89 eV. The calculation puts the calculated total energy at -231342.2466 eV. The HOMO energy comes out at -0.231 Eh. The net charge is -1.


# 3
This record from OMol25 describes a cluster of 6 separate species, C26H58Cl6 in total in a non-equilibrium geometry. The level of theory is wB97M-V/def2-TZVPD.

```
90
Properties=species:S:1:pos:R:3:mulliken_charge:R:1
Cl 7.10 20.22 -10.23 -0.15
C 6.04 20.32 -11.70 0.63
Cl 6.78 21.06 -13.06 -0.10
Cl 4.51 21.14 -11.29 -0.12
H 5.84 19.29 -11.99 -0.25
Cl 2.34 15.99 -14.04 0.00
C 4.03 15.51 -13.64 0.56
Cl 4.00 14.42 -12.26 -0.15
Cl 5.15 16.88 -13.29 -0.13
H 4.49 14.93 -14.43 -0.38
C 2.72 20.86 -18.49 -0.93
C 3.34 21.45 -17.25 -0.62
C 3.09 20.66 -15.92 -0.27
C 1.64 20.55 -15.37 -0.62
C 1.53 19.53 -14.16 0.34
C 0.09 18.99 -13.94 -1.24
H 1.64 20.72 -18.46 0.30
H 3.09 19.85 -18.64 0.09
H 3.02 21.39 -19.40 0.38
H 4.41 21.41 -17.43 0.32
H 3.18 22.52 -17.16 0.37
H 3.73 21.09 -15.15 0.29
H 3.57 19.70 -16.11 0.01
H 1.41 21.54 -14.98 0.29
H 0.95 20.28 -16.16 0.35
H 2.22 18.71 -14.37 -0.11
H 1.84 20.00 -13.23 0.13
H -0.44 18.79 -14.87 0.23
H -0.01 18.16 -13.25 0.36
H -0.59 19.69 -13.45 0.40
C 7.16 14.04 -15.17 -0.89
C 8.64 13.64 -15.14 -0.72
C 9.17 13.31 -13.70 -0.61
C 10.59 12.83 -13.76 -0.58
C 11.16 12.69 -12.35 -0.38
C 12.51 11.98 -12.12 -1.31
H 7.10 15.01 -14.67 0.23
H 6.43 13.40 -14.68 0.41
H 6.82 14.16 -16.20 0.20
H 8.87 12.85 -15.86 0.41
H 9.21 14.49 -15.52 0.32
H 8.60 12.44 -13.36 0.26
H 9.00 14.05 -12.93 0.41
H 10.61 11.83 -14.19 0.26
H 11.20 13.45 -14.41 0.40
H 11.17 13.67 -11.88 0.32
H 10.45 12.08 -11.78 0.27
H 13.30 12.33 -12.78 0.33
H 12.86 12.08 -11.09 0.35
H 12.48 10.91 -12.34 0.33
C 2.10 11.34 -17.98 -0.98
C 3.23 12.19 -18.61 -0.78
C 3.19 13.64 -18.06 0.47
C 4.32 14.52 -18.63 -1.13
C 4.40 15.83 -17.82 -0.07
C 3.20 16.75 -17.89 -0.10
H 2.30 11.21 -16.92 0.30
H 2.09 10.37 -18.49 0.40
H 1.16 11.88 -18.09 0.09
H 4.20 11.69 -18.55 0.43
H 3.12 12.28 -19.69 0.37
H 3.18 13.62 -16.97 0.18
H 2.21 14.08 -18.24 -0.22
H 5.31 14.06 -18.65 0.43
H 4.15 14.74 -19.69 0.42
H 4.69 15.55 -16.81 -0.27
H 5.21 16.47 -18.19 0.46
H 2.33 16.28 -17.42 -0.24
H 3.43 17.60 -17.24 -0.18
H 3.03 17.09 -18.91 0.43
C -0.74 13.48 -16.03 -1.65
C -0.11 14.86 -16.30 0.73
C -0.58 15.50 -17.58 -0.34
C -2.08 15.95 -17.52 -0.77
C -2.45 16.54 -18.89 -0.50
C -2.76 15.49 -20.00 -1.17
H -1.76 13.56 -15.68 0.44
H -0.26 12.95 -15.21 0.43
H -0.67 12.79 -16.88 0.25
H -0.38 15.52 -15.47 0.12
H 0.94 14.59 -16.23 -0.42
H -0.37 14.89 -18.46 0.29
H -0.02 16.42 -17.72 0.23
H -2.70 15.13 -17.17 0.41
H -2.24 16.66 -16.70 0.34
H -3.31 17.19 -18.74 0.38
H -1.68 17.20 -19.28 0.29
H -3.16 16.07 -20.83 0.36
H -1.91 14.93 -20.39 0.30
H -3.50 14.75 -19.71 0.29
```

The value obtained for the largest force on an atom is 1.75 eV/A. The SMILES is ClC(Cl)Cl.ClC(Cl)Cl.CCCCCC.CCCCCC.CCCCCC.CCCCCC. The value obtained for the orbital gap is 10.992 eV. Its lowest unoccupied orbital energy is 0.38 eV. The calculation puts the calculated total energy at -103036.8580 eV. The HOMO energy comes out at -0.390 Eh. The net charge is 0.


# 4
This record from OMol25 describes a structure of composition C26H58EuOP4 in a non-equilibrium geometry. The level of theory is wB97M-V/def2-TZVPD.

```
90
Properties=species:S:1:pos:R:3:lowdin_spin:R:1
Eu -0.40 -0.07 -0.75 6.22
P 0.46 -2.68 -2.13 -0.01
P 2.46 -0.18 -0.01 -0.04
P -3.23 0.22 -1.56 -0.06
H 2.27 4.65 -1.14 0.00
C 1.18 4.67 -1.09 0.00
C 0.52 4.78 0.08 0.00
H 1.06 4.87 1.03 0.00
C 1.22 -2.79 -3.80 0.00
C 1.52 -3.92 -1.28 0.00
C -1.03 -3.72 -2.42 0.00
C 2.78 1.41 0.85 0.00
C 3.33 -1.33 1.13 -0.01
C 3.71 -0.08 -1.36 -0.01
C -3.76 1.96 -1.25 -0.01
C -4.65 -0.71 -0.86 -0.01
C -3.63 0.09 -3.34 -0.01
H 0.64 4.62 -2.04 0.00
H -0.57 4.86 0.12 0.00
H 1.48 -3.84 -4.01 0.00
H 2.14 -2.19 -3.84 0.00
H 0.53 -2.44 -4.58 0.00
H 1.66 -4.80 -1.93 0.00
H 1.06 -4.24 -0.34 0.00
H 2.51 -3.49 -1.07 0.00
H -0.78 -4.59 -3.04 0.00
H -1.80 -3.12 -2.94 0.00
H -1.44 -4.06 -1.46 0.00
H 3.86 1.56 0.98 0.00
H 2.29 1.39 1.84 0.00
H 2.35 2.25 0.28 0.00
H 4.42 -1.19 1.04 0.00
H 3.08 -2.37 0.88 0.00
H 3.03 -1.15 2.17 0.00
H 4.72 -0.02 -0.93 0.00
H 3.52 0.82 -1.97 0.00
H 3.63 -0.97 -2.00 0.00
H -4.53 2.27 -1.97 0.00
H -2.89 2.63 -1.35 0.00
H -4.15 2.07 -0.22 0.00
H -5.59 -0.37 -1.31 0.00
H -4.69 -0.58 0.23 0.00
H -4.50 -1.77 -1.08 0.00
H -4.68 0.38 -3.51 0.00
H -3.47 -0.94 -3.67 0.00
H -2.97 0.74 -3.93 0.00
C -0.11 1.08 -4.21 0.00
C 0.52 0.35 -5.22 0.00
C 0.16 0.63 -6.54 0.00
C -0.72 1.67 -6.82 0.00
C -1.21 2.48 -5.79 0.00
C -0.90 2.20 -4.46 0.00
O -0.09 0.60 -2.88 -0.02
H 0.32 -0.34 -2.83 0.00
H 1.27 -0.41 -4.96 0.00
H 0.58 0.02 -7.35 0.00
H -1.03 1.86 -7.86 0.00
H -1.83 3.34 -6.03 0.00
H -1.26 2.80 -3.62 0.00
C -1.42 2.84 2.70 0.00
C -0.96 1.62 3.50 0.00
C -1.62 1.61 4.89 0.00
P -1.12 0.08 2.45 -0.02
C 0.17 -1.08 3.14 0.00
C 0.36 -1.05 4.66 0.00
C -0.03 -2.51 2.62 0.00
C -2.81 -0.65 2.84 0.00
C -2.98 -1.36 4.18 0.00
C -3.93 0.37 2.61 0.00
H -2.49 2.80 2.46 0.00
H -0.85 2.95 1.76 0.00
H -1.25 3.75 3.30 0.00
H 0.13 1.70 3.66 0.00
H -2.72 1.60 4.83 0.00
H -1.29 0.80 5.54 0.00
H -1.34 2.55 5.39 0.00
H 1.10 -0.67 2.69 0.00
H -0.53 -1.39 5.20 0.00
H 1.18 -1.73 4.92 0.00
H 0.64 -0.05 5.03 0.00
H 0.10 -2.58 1.53 0.00
H 0.73 -3.17 3.08 0.00
H -1.02 -2.90 2.88 0.00
H -2.89 -1.41 2.04 0.00
H -2.87 -0.68 5.04 0.00
H -4.00 -1.77 4.22 0.00
H -2.29 -2.21 4.31 0.00
H -3.82 0.92 1.67 0.00
H -4.89 -0.16 2.58 0.00
H -4.00 1.11 3.43 0.00
```

The value obtained for the largest force on an atom is 2.38 eV/A. As for the multiplicity: 7. The value obtained for the orbital gap (spin up / spin down) is 4.698 / 7.671 eV. Its lowest unoccupied orbital energy (spin up / spin down) is -12.24 / -9.29 eV. The calculation puts the calculated total energy at -86408.7513 eV. The HOMO energy (spin up / spin down) comes out at -0.623 / -0.623 Eh. The net charge is +3.


# 5
This record from OMol25 describes a cluster of 10 separate species, C26H58N2O12S6 in total in a non-equilibrium geometry. The level of theory is wB97M-V/def2-TZVPD.

```
104
Properties=species:S:1:pos:R:3:mulliken_charge:R:1
C -9.95 -10.27 0.17 1.16
C -11.38 -10.68 0.48 -0.34
O -11.25 -12.07 0.12 0.08
C -10.36 -12.20 -0.87 -0.07
O -10.18 -13.15 -1.56 -0.55
O -9.68 -11.04 -1.00 -0.05
H -9.22 -10.53 0.94 -0.93
H -9.93 -9.20 -0.06 0.27
H -12.12 -10.18 -0.14 0.45
H -11.44 -10.57 1.56 -0.03
C -6.73 -13.44 1.81 -0.17
C -8.23 -13.37 1.39 1.66
O -8.79 -14.43 2.13 -0.33
C -7.89 -15.17 2.74 0.51
O -8.15 -16.09 3.46 -0.56
O -6.65 -14.70 2.47 -0.38
H -6.57 -12.56 2.43 0.04
H -6.07 -13.35 0.94 0.35
H -8.40 -13.39 0.31 -0.07
H -8.71 -12.44 1.69 -1.20
C -7.44 -11.21 -3.57 -0.95
C -7.46 -11.35 -5.10 -0.26
C -6.28 -12.15 -5.64 -0.65
C -6.27 -13.55 -5.25 0.34
N -6.27 -14.65 -4.90 -0.47
H -8.19 -10.57 -3.10 0.24
H -6.43 -10.91 -3.29 0.48
H -7.73 -12.17 -3.14 0.14
H -7.57 -10.34 -5.51 0.39
H -8.37 -11.81 -5.49 0.13
H -5.34 -11.68 -5.35 0.32
H -6.28 -12.12 -6.73 0.32
C -3.22 -10.65 2.62 -1.20
C -3.88 -9.32 2.33 -0.33
C -5.20 -9.12 3.09 -0.04
C -6.36 -9.79 2.46 0.10
N -7.29 -10.15 1.89 -0.31
H -3.19 -10.82 3.70 0.33
H -2.18 -10.58 2.31 0.38
H -3.69 -11.48 2.10 0.26
H -4.09 -9.22 1.26 0.31
H -3.30 -8.42 2.55 0.40
H -5.57 -8.09 3.14 -0.38
H -5.13 -9.39 4.14 0.48
C -11.32 -11.75 -4.90 -0.72
S -12.85 -11.34 -4.02 0.25
O -12.41 -10.48 -2.88 -0.54
C -13.02 -13.01 -3.31 -0.51
H -10.63 -11.98 -4.08 -0.03
H -10.88 -10.86 -5.35 0.47
H -11.33 -12.66 -5.50 0.41
H -13.03 -13.70 -4.15 0.26
H -13.96 -13.13 -2.77 0.45
H -12.21 -13.25 -2.62 -0.03
C -12.10 -12.15 4.60 -0.96
S -10.84 -12.92 3.52 0.95
O -9.82 -11.85 3.19 -0.65
C -9.93 -13.91 4.74 -1.18
H -12.28 -11.11 4.33 0.04
H -11.68 -12.10 5.61 0.42
H -12.99 -12.77 4.57 0.33
H -10.01 -13.39 5.70 0.36
H -8.94 -14.24 4.43 0.20
H -10.54 -14.81 4.85 0.48
C -8.00 -6.86 0.21 -0.54
S -6.29 -6.33 0.53 0.56
O -6.17 -5.14 -0.37 -0.68
C -6.59 -5.69 2.24 -0.78
H -8.70 -6.03 0.18 0.43
H -8.34 -7.66 0.88 -0.24
H -8.05 -7.41 -0.74 0.45
H -6.42 -4.62 2.17 0.43
H -5.83 -6.11 2.90 0.28
H -7.61 -5.95 2.51 0.09
C -14.92 -13.85 1.90 -0.66
S -14.75 -12.80 0.43 0.71
O -15.90 -13.03 -0.52 -0.67
C -15.10 -11.26 1.36 -0.86
H -14.35 -13.35 2.68 -0.12
H -14.45 -14.82 1.80 0.36
H -15.94 -14.00 2.25 0.40
H -14.25 -11.16 2.04 0.04
H -16.02 -11.32 1.92 0.41
H -15.00 -10.41 0.69 0.37
C -12.68 -16.63 -3.53 -0.91
S -11.14 -16.40 -4.51 0.33
O -11.01 -14.99 -4.99 -0.49
C -10.00 -16.64 -3.09 -0.52
H -12.53 -16.24 -2.53 0.22
H -12.83 -17.70 -3.50 0.39
H -13.55 -16.15 -3.98 0.37
H -8.97 -16.43 -3.38 0.32
H -10.06 -17.64 -2.67 0.40
H -10.22 -15.83 -2.38 -0.09
C -12.14 -7.39 4.22 -1.08
S -10.89 -7.38 2.93 0.71
O -10.25 -6.02 2.86 -0.70
C -9.73 -8.55 3.78 -0.58
H -11.71 -6.90 5.10 0.35
H -12.58 -8.37 4.36 0.28
H -12.97 -6.77 3.85 0.39
H -9.39 -9.33 3.10 -0.22
H -10.14 -9.01 4.67 0.46
H -8.90 -7.90 4.06 0.46
```

The value obtained for the largest force on an atom is 2.27 eV/A. The value obtained for the orbital gap is 8.473 eV. Its lowest unoccupied orbital energy is -0.07 eV. The calculation puts the calculated total energy at -120457.8552 eV. The HOMO energy comes out at -0.314 Eh. The net charge is 0.